{"formula": "C3H3NO2", "method": "the ωB97M-V functional and the def2-TZVPD basis", "fmax_ev_per_a": 6.53, "homo_ev": -9.74, "homo_lumo_gap_ev": 8.625, "e_above_lowest_ev": 4.274, "total_charge": 0, "species": ["C", "C", "C", "N", "O", "O", "H", "H", "H"], "coordinates": [[-1.0323, 0.9651, -1.3710], [0.1399, -0.7874, 0.2745], [0.1154, 0.9452, -0.6009], [-2.0402, 0.7001, -1.9034], [1.2876, -0.8330, 1.1211], [0.9173, 1.6674, -0.0483], [-0.8537, -0.5343, 0.6943], [0.1603, -1.9726, 0.0263], [1.3057, -0.1505, 1.8073]], "lowdin_charge": [-0.1639, -0.1090, -0.2723, 0.2053, -0.0979, 0.1105, 0.0798, 0.1581, 0.0894]}

{"formula": "C3H3NO2", "method": "the ωB97M-V functional and the def2-TZVPD basis", "fmax_ev_per_a": 6.88, "homo_ev": -10.12, "homo_lumo_gap_ev": 10.024, "e_above_lowest_ev": 7.363, "total_charge": 0, "smiles": "O=NOC1C=C1", "species": ["O", "N", "O", "C", "C", "C", "H", "H", "H"], "coordinates": [[3.6926, 0.4412, 0.0779], [2.4998, 0.3682, -0.1880], [2.0837, -0.9849, 0.0005], [0.6730, -0.8213, -0.2014], [-0.0278, -0.0460, 0.7920], [0.1546, 0.5506, -0.3553], [0.4819, -1.7487, -0.8918], [-0.7253, -0.0125, 1.5869], [0.6717, 1.4431, -0.6662]], "lowdin_charge": [0.0343, -0.0259, -0.0608, -0.3459, 0.0223, 0.0080, 0.1680, 0.0962, 0.1039]}

{"formula": "C3H3NO2", "method": "the ωB97M-V functional and the def2-TZVPD basis", "fmax_ev_per_a": 5.34, "homo_ev": -11.23, "homo_lumo_gap_ev": 11.866, "e_above_lowest_ev": 2.658, "total_charge": 0, "smiles": "N#CCOC=O", "species": ["N", "C", "C", "O", "C", "O", "H", "H", "H"], "coordinates": [[-2.2513, 0.4421, -0.9577], [-1.3935, 0.2317, -0.2167], [-0.3922, -0.2090, 0.8719], [0.5964, -0.9065, 0.0265], [1.1829, 0.1413, -0.6642], [0.8823, 1.2630, -0.6862], [0.0252, 0.5729, 1.5279], [-0.7739, -1.2663, 1.0974], [2.1242, -0.2691, -0.9990]], "lowdin_charge": [0.1553, -0.2016, -0.0919, -0.0644, -0.3674, 0.1267, 0.1389, 0.1612, 0.1432]}

{"formula": "C3H3NO2", "method": "the ωB97M-V functional and the def2-TZVPD basis", "fmax_ev_per_a": 0.57, "homo_ev": -8.47, "homo_lumo_gap_ev": 8.233, "e_above_lowest_ev": 4.599, "total_charge": 0, "species": ["C", "C", "O", "C", "O", "N", "H", "H", "H"], "coordinates": [[0.0548, 0.8309, -0.0310], [0.4833, -0.5100, 0.0672], [1.6404, -1.1074, -0.0427], [-1.5515, -0.1924, -0.1475], [-0.5634, -1.2747, 0.1819], [-2.7098, -0.0748, -0.2898], [2.3593, -0.4642, 0.0286], [-0.2914, 1.2594, 0.9056], [0.5784, 1.5332, -0.6722]], "lowdin_charge": [0.0381, -0.4392, 0.2006, -0.3852, 0.1222, 0.1101, 0.1508, 0.1097, 0.0928]}

{"formula": "C3H3NO2", "method": "the ωB97M-V functional and the def2-TZVPD basis", "fmax_ev_per_a": 3.85, "homo_ev": -10.80, "homo_lumo_gap_ev": 11.384, "e_above_lowest_ev": 5.201, "total_charge": 0, "smiles": "CC1(C#N)OO1", "species": ["C", "C", "C", "N", "O", "O", "H", "H", "H"], "coordinates": [[0.1079, -0.0116, 0.0066], [1.2084, -0.7918, -0.7428], [1.7764, -0.0866, -1.8102], [2.3428, 0.5034, -2.5912], [2.1486, -1.5121, 0.1016], [1.2393, -2.2012, -0.7127], [-0.8503, -0.3456, -0.2740], [0.1225, 0.9882, -0.2853], [0.4536, -0.1666, 1.1086]], "lowdin_charge": [0.0413, -0.4770, -0.1321, 0.2164, 0.0284, 0.0469, 0.0743, 0.0591, 0.1426]}

{"formula": "C3H3NO2", "method": "the ωB97M-V functional and the def2-TZVPD basis", "fmax_ev_per_a": 3.11, "homo_ev": -11.82, "homo_lumo_gap_ev": 12.315, "e_above_lowest_ev": 0.383, "total_charge": 0, "smiles": "O=C=O.CC#N", "species": ["O", "C", "O", "C", "C", "N", "H", "H", "H"], "coordinates": [[-2.8560, -0.1647, 0.7087], [-2.0724, -0.6236, 0.0247], [-1.3338, -1.0698, -0.7113], [1.3589, -0.0477, 0.1911], [0.4872, 0.8913, -0.4830], [-0.1798, 1.7594, -0.7801], [1.2461, -1.0736, -0.2412], [0.9957, -0.1001, 1.2754], [2.3541, 0.4289, 0.0157]], "lowdin_charge": [0.2349, -0.4713, 0.1999, -0.0766, -0.3432, 0.1564, 0.0872, 0.1157, 0.0971]}

{"formula": "C3H3NO2", "method": "the ωB97M-V functional and the def2-TZVPD basis", "fmax_ev_per_a": 5.55, "homo_ev": -10.52, "homo_lumo_gap_ev": 11.260, "e_above_lowest_ev": 1.886, "total_charge": 0, "smiles": "O=C1CN=CO1", "species": ["O", "C", "C", "N", "C", "O", "H", "H", "H"], "coordinates": [[-1.5935, 1.5535, 0.4751], [-0.6832, 0.8315, 0.2200], [-0.6144, -0.6508, -0.1101], [0.7892, -0.9215, -0.3624], [1.3353, 0.2298, -0.2103], [0.6394, 1.2904, 0.1676], [-0.9914, -1.2572, 0.7188], [-1.2153, -0.8841, -0.9921], [2.3339, -0.1916, 0.0933]], "lowdin_charge": [0.1574, -0.4015, -0.1144, 0.0597, -0.2449, 0.1106, 0.1371, 0.1345, 0.1614]}

{"formula": "C3H3NO2", "method": "the ωB97M-V functional and the def2-TZVPD basis", "fmax_ev_per_a": 1.16, "homo_ev": -9.24, "homo_lumo_gap_ev": 9.369, "e_above_lowest_ev": 4.819, "total_charge": 0, "species": ["O", "C", "C", "O", "C", "N", "H", "H", "H"], "coordinates": [[1.6151, -0.1049, -0.0514], [0.7411, 0.8330, -0.3128], [0.7567, 2.0354, -1.0257], [-0.4890, 0.8358, -0.1156], [-1.5392, -1.8682, 0.5340], [-0.4058, -2.0663, 0.5795], [1.1360, -0.9038, 0.2635], [0.7763, 2.9066, -0.3614], [-2.5913, -1.6676, 0.4900]], "lowdin_charge": [0.1383, -0.6779, 0.2434, 0.0399, -0.0117, 0.0845, 0.0704, 0.0389, 0.0742]}

{"formula": "C3H3NO2", "method": "the ωB97M-V functional and the def2-TZVPD basis", "fmax_ev_per_a": 1.02, "homo_ev": -10.35, "homo_lumo_gap_ev": 11.083, "e_above_lowest_ev": 3.120, "total_charge": 0, "smiles": "O=COC1=NC1", "species": ["O", "C", "O", "C", "N", "C", "H", "H", "H"], "coordinates": [[-0.4655, 1.3256, 0.9407], [-0.5960, 0.2727, 1.4891], [-0.2855, -0.9639, 0.9443], [0.1766, -0.8295, -0.3110], [0.5940, -1.4386, -1.3123], [0.4858, 0.1440, -1.2752], [-0.9810, 0.1336, 2.4983], [-0.3243, 0.6257, -1.8210], [1.3958, 0.7304, -1.1529]], "lowdin_charge": [0.1066, -0.2528, 0.1088, -0.4546, 0.2160, -0.0644, 0.1486, 0.0957, 0.0960]}

{"formula": "C3H3NO2", "method": "the ωB97M-V functional and the def2-TZVPD basis", "fmax_ev_per_a": 6.77, "s_squared": 2.006, "homo_ev": [-8.78, -11.08], "homo_lumo_gap_ev": [8.983, 8.247], "spin_multiplicity": 3, "e_above_lowest_ev": 1.377, "total_charge": 0, "species": ["C", "C", "C", "N", "O", "O", "H", "H", "H"], "coordinates": [[-0.9659, 0.1014, 0.3446], [-0.4618, 0.7588, -2.1785], [-0.0152, -0.3830, 1.3049], [0.0126, 0.2806, -1.1849], [-0.7116, 1.1866, -3.2239], [1.2920, -0.6862, 0.9972], [-0.5020, -1.2321, 1.8204], [-0.0687, 0.4362, 2.0614], [1.4205, -0.4623, 0.0587]], "lowdin_charge": [0.2599, -0.4172, -0.4180, 0.1083, 0.1772, -0.0281, 0.1222, 0.1228, 0.0730]}

Please write out number 5 again, unchanged.
{"formula": "C3H3NO2", "method": "the ωB97M-V functional and the def2-TZVPD basis", "fmax_ev_per_a": 3.85, "homo_ev": -10.80, "homo_lumo_gap_ev": 11.384, "e_above_lowest_ev": 5.201, "total_charge": 0, "smiles": "CC1(C#N)OO1", "species": ["C", "C", "C", "N", "O", "O", "H", "H", "H"], "coordinates": [[0.1079, -0.0116, 0.0066], [1.2084, -0.7918, -0.7428], [1.7764, -0.0866, -1.8102], [2.3428, 0.5034, -2.5912], [2.1486, -1.5121, 0.1016], [1.2393, -2.2012, -0.7127], [-0.8503, -0.3456, -0.2740], [0.1225, 0.9882, -0.2853], [0.4536, -0.1666, 1.1086]], "lowdin_charge": [0.0413, -0.4770, -0.1321, 0.2164, 0.0284, 0.0469, 0.0743, 0.0591, 0.1426]}